# 1
This record from OMol25 describes a structure of composition C46H58AlO4. The level of theory is ωB97M-V/def2-TZVPD.

Structure (ORCA input):
```
! wB97M-V def2-TZVPD RIJCOSX def2/J DEFGRID3
* xyz 1 1
Al 2.69171 -0.57016 1.60739
C 5.27181 1.00925 0.56826
O 3.88643 0.62657 0.57077
C 3.10811 1.24605 -0.45985
C 2.50258 2.47698 -0.20468
C 2.45751 3.12640 1.16183
C 1.16153 2.79738 1.87684
C 0.04416 3.62428 1.85784
C -1.12422 3.28786 2.53480
C -1.12779 2.11468 3.29274
C -0.03252 1.26787 3.33235
C 0.01417 -0.01115 4.14437
C -0.35116 -1.20748 3.29197
C -1.69822 -1.47192 3.09597
C -2.15506 -2.50500 2.28247
C -1.19437 -3.26131 1.62629
C 0.17029 -3.04269 1.78631
C 1.11685 -3.88789 0.96147
C 1.25542 -3.32070 -0.43770
C 0.50779 -3.75909 -1.52440
C 0.67020 -3.20467 -2.79075
C 1.66120 -2.23491 -2.96012
C 2.42565 -1.77861 -1.89868
C 3.52544 -0.74421 -2.03266
C 3.01148 0.64419 -1.71757
C 2.35406 1.33507 -2.72439
C 1.78157 2.58882 -2.53075
C 1.85547 3.12419 -1.25176
C 1.10039 3.30230 -3.68592
C 2.09370 3.47038 -4.84680
C 0.58943 4.69190 -3.29391
C -0.09520 2.45873 -4.15950
C 2.15288 -2.28676 -0.63652
O 2.78038 -1.74494 0.43626
C -0.19316 -3.61280 -3.98326
C 0.70021 -4.15404 -5.10915
C -1.21247 -4.69404 -3.61803
C -0.96362 -2.37413 -4.46952
C 0.58230 -2.02717 2.64889
O 1.97849 -1.86175 2.93416
C 2.46993 -2.62025 4.05603
C -3.64664 -2.75538 2.13615
C -4.25871 -3.03255 3.51858
C -3.95099 -3.95392 1.23274
C -4.30726 -1.50669 1.52823
C 1.07450 1.59976 2.56439
O 2.09754 0.71309 2.47948
C -2.38641 4.14683 2.47392
C -2.19562 5.39480 1.60965
C -2.77279 4.59698 3.89070
C -3.51788 3.30661 1.85947
H 5.35296 2.08706 0.44440
H 5.80259 0.50753 -0.24064
H 5.70190 0.71628 1.52427
H 2.53213 4.20746 1.05002
H 3.28962 2.78975 1.77992
H 0.10532 4.55266 1.30395
H -2.00416 1.85070 3.87409
H -0.69200 0.07110 4.96964
H 1.01453 -0.12270 4.56214
H -2.41049 -0.83576 3.60817
H -1.49517 -4.06090 0.96215
H 0.73057 -4.90421 0.89465
H 2.10373 -3.92692 1.42155
H -0.20630 -4.55748 -1.36660
H 1.85225 -1.82386 -3.94519
H 3.90521 -0.76397 -3.05342
H 4.33874 -1.01902 -1.36130
H 2.29426 0.86095 -3.69712
H 1.40146 4.08313 -1.03879
H 2.94961 4.07550 -4.54287
H 1.59460 3.97687 -5.67425
H 2.46304 2.51210 -5.21373
H 1.40279 5.33873 -2.95969
H -0.17173 4.64083 -2.51265
H 0.13369 5.15587 -4.16873
H 0.22508 1.48854 -4.54256
H -0.61582 2.98406 -4.96172
H -0.79979 2.29081 -3.34289
H 1.27897 -5.00824 -4.75361
H 1.39406 -3.39581 -5.47306
H 0.09136 -4.48331 -5.95330
H -0.72106 -5.60840 -3.27991
H -1.80340 -4.94414 -4.49972
H -1.89927 -4.34791 -2.84281
H -0.28647 -1.58866 -4.80842
H -1.57351 -1.96833 -3.65978
H -1.62121 -2.63822 -5.29995
H 1.63293 -3.09153 4.56245
H 2.98195 -1.94906 4.74493
H 3.16279 -3.38641 3.70841
H -3.81881 -3.92524 3.96657
H -5.33158 -3.19818 3.40925
H -4.11550 -2.19734 4.20508
H -3.52137 -4.87525 1.63045
H -3.58641 -3.79892 0.21518
H -5.03171 -4.08669 1.18004
H -4.20789 -0.64031 2.18389
H -5.37122 -1.69519 1.37670
H -3.85925 -1.26162 0.56352
H -1.41272 6.04140 2.01070
H -3.12256 5.96902 1.59573
H -1.95032 5.13139 0.57867
H -1.95496 5.16035 4.34326
H -3.00397 3.74840 4.53499
H -3.65298 5.24200 3.85859
H -3.23074 2.95756 0.86547
H -4.42692 3.90411 1.76800
H -3.74591 2.43267 2.47150
*
```

Results of the Mulliken charge analysis, in e, for atoms 1 through 2:
1 Al -0.87
2 C -0.98

# 2
This record from OMol25 describes an isolated molecule of C2H3N3O. The level of theory is ωB97M-V/def2-TZVPD.

Structure (ORCA input):
```
! wB97M-V def2-TZVPD RIJCOSX def2/J DEFGRID3
* xyz 0 1
C 0.94774 -0.84022 -0.12422
N -0.21398 -1.33580 -0.09904
N -1.21524 -0.44108 0.24828
C -0.90297 0.81799 -0.06355
N 0.23301 1.39200 -0.14176
O 1.26568 0.44494 0.24184
H 1.79986 -1.40211 -0.39516
H -2.12875 -0.77357 -0.07407
H -1.69173 1.44360 -0.39119
*
```

Results of the natural (NBO) charge analysis, in e, for atoms 1 through 2:
1 C 0.34
2 N -0.30

# 3
This record from OMol25 describes the ion C6H14NOS with charge +1. The level of theory is ωB97M-V/def2-TZVPD.

Structure (ORCA input):
```
! wB97M-V def2-TZVPD RIJCOSX def2/J DEFGRID3
* xyz 1 1
C 0.19389 -1.16761 2.55492
C -0.03653 0.04490 2.08638
C -1.16632 0.45889 1.28038
C -0.78706 1.38247 -0.01624
C 0.22590 1.05237 -1.08032
O 1.51858 0.98428 -0.56878
C -0.05918 -0.42322 -1.63912
N 0.63833 -1.30356 -0.63404
S 0.57322 -0.78510 -3.27907
H -0.45923 -2.05106 2.24360
H 1.19791 -1.41459 2.95499
H 0.73049 0.86560 2.41030
H -1.91373 -0.40088 1.13174
H -1.82827 1.14155 1.87715
H -1.56961 1.85442 -0.40188
H -0.22708 2.25061 0.49972
H 0.10971 1.72278 -1.96665
H 2.08597 1.74615 -0.79729
H -1.10614 -0.63331 -1.64250
H 1.50898 -0.74213 -0.39996
H 0.85637 -2.16780 -1.03662
H 0.04342 -1.24837 0.24286
H -0.52960 -1.16638 -3.81956
*
```

Results of the natural (NBO) charge analysis, in e, for atoms 1 through 2:
1 C -0.41
2 C -0.22

# 4
This record from OMol25 describes an isolated molecule of C4H6S. The level of theory is ωB97M-V/def2-TZVPD.

Structure (ORCA input):
```
! wB97M-V def2-TZVPD RIJCOSX def2/J DEFGRID3
* xyz 0 1
C -1.93345 0.03491 0.04969
C -0.70083 0.23331 0.50197
C 0.62272 0.25133 -0.21992
C 1.74782 -0.68139 -0.06269
S 3.19881 -0.00784 0.19785
H -2.84713 0.13775 0.59070
H -2.05371 -0.31345 -0.92358
H -0.76815 0.50285 1.46834
H 0.34624 0.28086 -1.37280
H 0.88191 1.20545 0.09045
H 1.50577 -1.64377 -0.32002
*
```

Results of the natural (NBO) charge analysis, in e, for atoms 1 through 2:
1 C -0.37
2 C -0.16

# 5
This record from OMol25 describes the ion C6H13N2 with charge +1. The level of theory is ωB97M-V/def2-TZVPD.

Structure (ORCA input):
```
! wB97M-V def2-TZVPD RIJCOSX def2/J DEFGRID3
* xyz 1 1
C -1.40082 -1.23749 -2.55305
C -1.40728 -1.13147 -1.04071
N -0.08093 -0.65210 -0.53546
C -0.06898 -0.38426 0.89770
C -0.40358 1.00418 1.37489
N 0.25231 0.89050 2.70083
C 1.03449 0.90111 1.50168
C 2.34649 1.35193 1.02496
H -1.27172 -0.26120 -3.01428
H -0.61982 -1.90723 -2.90671
H -2.35433 -1.63720 -2.88542
H -1.61523 -2.09750 -0.57797
H -2.16697 -0.41884 -0.71507
H 0.15120 0.21560 -1.03824
H 0.63568 -1.35116 -0.77487
H -0.23600 -1.22209 1.55273
H -1.13521 1.73324 1.08792
H 0.28138 1.78616 3.19114
H 2.53048 1.00717 0.00850
H 3.13409 0.96855 1.67172
H 2.39477 2.44208 1.02972
*
```

Results of the natural (NBO) charge analysis, in e, for atoms 1 through 2:
1 C -0.64
2 C -0.22

# 6
This record from OMol25 describes a structure of composition C6H10O. The level of theory is ωB97M-V/def2-TZVPD.

Structure (ORCA input):
```
! wB97M-V def2-TZVPD RIJCOSX def2/J DEFGRID3
* xyz 0 1
C -1.84659 -0.05396 -0.20352
C -0.36802 -0.07406 -0.23920
C 0.91696 0.57226 -1.04688
C 1.58208 0.37540 0.32453
C 0.15046 0.82939 0.83033
O 1.62592 -1.02691 0.48550
C 0.29406 -1.41641 0.12103
H -2.31350 0.86524 -0.56706
H -1.81932 0.14462 1.17853
H -2.36729 -0.94789 -0.60044
H 1.18141 -0.13702 -1.82149
H 0.89273 1.60775 -1.41406
H 2.52294 0.84336 0.63271
H -0.00803 1.89645 0.63106
H -0.80540 0.56725 1.80029
H 0.32521 -2.11393 -0.72878
H -0.18608 -1.91362 0.97513
*
```

Results of the natural (NBO) charge analysis, in e, for atoms 1 through 2:
1 C -0.56
2 C -0.14

# 7
This record from OMol25 describes an isolated molecule of C8H11NOS. The level of theory is ωB97M-V/def2-TZVPD.

Structure (ORCA input):
```
! wB97M-V def2-TZVPD RIJCOSX def2/J DEFGRID3
* xyz 0 1
C -0.09347 -1.87952 1.41546
C 0.32166 -1.36422 0.07477
C -0.11843 -0.38229 -0.75678
C 0.15034 -0.29623 -2.26303
C -1.17796 0.62020 -0.51148
O -2.19565 0.48903 -1.13166
C -0.86490 1.74385 0.46444
C 0.54951 2.36719 0.24823
N 1.57660 1.47503 0.53172
C 2.40796 0.71912 0.07090
S 3.53405 -0.34994 -0.18182
H 0.56103 -1.42386 2.25300
H 0.01640 -3.11228 1.43504
H -1.10309 -1.55039 1.52815
H 1.17259 -1.94484 -0.38077
H -0.71104 -0.80935 -2.60343
H 1.02012 -0.80795 -2.38876
H 0.16936 0.75608 -2.42173
H -0.96750 1.31510 1.46530
H -1.45499 2.50799 0.25197
H 0.62500 2.74544 -0.80480
H 0.76142 3.18660 0.91578
*
```

Results of the natural (NBO) charge analysis, in e, for atoms 1 through 2:
1 C -0.65
2 C -0.17

# 8
This record from OMol25 describes a structure of composition CH3CuO7S2. The level of theory is ωB97M-V/def2-TZVPD.

Structure (ORCA input):
```
! wB97M-V def2-TZVPD RIJCOSX def2/J DEFGRID3
* xyz -2 1
Cu 0.02006 -0.70649 -0.18371
O -2.03150 -1.10419 -0.73338
S -1.83283 -0.35751 0.53618
O -3.11311 -0.02287 1.17359
O -1.03938 0.88269 0.25083
O -1.00321 -1.23098 1.44987
C 1.75360 -2.70969 0.17042
S 1.96909 -1.17341 -0.78011
O 3.30098 -1.37412 -1.37920
O 1.98803 -0.05305 0.15857
O 0.94673 -1.14013 -1.82917
H 2.63477 -2.80422 0.80268
H 1.71561 -3.51645 -0.55889
H 0.83507 -2.64818 0.75305
*
```

Results of the natural (NBO) charge analysis, in e, for atoms 1 through 2:
1 Cu 0.92
2 O -1.09

The evaluated strongest force on any atom for the records listed, in turn: 0.47, 2.55, 6.09, 3.90, 3.75, 4.14, 4.69, 5.18 eV Å⁻¹.
The evaluated energy above the lowest of the compared OMol25 structures with the same formula, charge and spin for the records listed, in turn: 6.3, 74.7, 36.1, 42.1, 85.1, 99.2, 60.2, 73.1 kcal/mol.
The evaluated calculated total energy for the records listed, in turn: -63430.2640, -8637.2554, -20813.4832, -15077.9676, -9403.1791, -8426.9396, -22844.4750, -81727.3996 eV.